This record from the Open Molecules 2025 dataset describes a molecular structure, C25H49NO2SSi2V at a distorted geometry. The level of theory is wB97M-V/def2-TZVPD.

CARTESIAN COORDINATES (ANGSTROEM)
O -2.40770 0.89681 -2.24636
O -2.14505 -1.64500 -2.11692
C -2.90870 1.82659 -1.27968
C -2.46484 3.28179 -1.37646
H -2.65386 1.43990 -0.27940
H -3.97877 1.71898 -1.37716
H -1.47716 3.40756 -0.95429
H -3.18863 3.90254 -0.81183
H -2.52627 3.62611 -2.43237
C -1.13438 1.18280 -2.89181
C -1.33021 1.11506 -4.37181
H -0.38676 0.44524 -2.51320
H -0.74199 2.17420 -2.57046
H -1.85778 0.22417 -4.71740
H -0.34962 1.15628 -4.84449
H -1.89919 2.00009 -4.72549
C -1.46975 -2.78863 -2.79969
C -3.62034 -1.63334 -2.24034
C -0.35619 -2.33768 -3.67203
H -2.27924 -3.24369 -3.34540
H -1.16738 -3.47636 -2.02348
H -0.77716 -1.71773 -4.48615
H 0.13941 -3.19159 -4.15317
H 0.41526 -1.82860 -3.11652
C -4.03899 -1.28930 -3.63855
H -3.98472 -0.95618 -1.51321
H -3.85386 -2.69736 -2.02004
H -3.85437 -0.24206 -3.84005
H -5.12511 -1.45130 -3.69548
H -3.64073 -1.95899 -4.41853
H -1.89472 -0.80635 -1.75231
V 0.75519 -0.38177 1.40923
C -0.60501 -0.64740 0.14586
Si -1.67370 -1.71756 1.22946
H 0.21771 -1.06259 -0.51457
H -0.80832 0.43288 -0.07961
C -3.33599 -0.88326 1.51898
C -0.66806 -1.84210 2.80119
C -1.92020 -3.48717 0.61473
C 1.46256 0.19574 3.32104
Si 2.77240 1.39050 3.93255
H 1.71576 -0.76799 3.82523
H 0.50632 0.54178 3.77857
C 3.12345 1.06344 5.76136
C 2.18398 3.16994 3.81860
C 4.36808 1.19991 2.97153
H -2.07652 -4.12329 1.50619
H -1.01731 -3.85494 0.10260
H -2.80157 -3.61161 -0.02735
H -3.19940 0.04145 2.09704
H -3.97917 -1.55944 2.11026
H -3.87975 -0.63802 0.59844
H -0.94330 -1.08284 3.53036
H 0.45605 -1.92555 2.69693
H -0.99035 -2.82066 3.16619
H 1.09775 3.24186 3.76824
H 2.57143 3.69512 2.94496
H 2.52937 3.73394 4.70381
H 4.36267 1.79304 2.04498
H 4.51219 0.15898 2.68065
H 5.23347 1.51820 3.57902
H 3.62948 1.92975 6.21539
H 3.76915 0.20107 5.91693
H 2.21433 0.88620 6.33633
S 2.91394 3.05692 -0.44029
C 1.56322 3.83894 0.29059
C 0.62315 2.91236 0.80091
C 1.01825 1.57521 0.59340
C 2.27995 1.49658 0.02016
C 2.91937 0.22429 -0.23979
C 4.05430 0.04134 -1.07158
C 4.60360 -1.24292 -1.17115
C 4.04474 -2.29132 -0.43428
C 2.92630 -2.06911 0.33099
N 2.31268 -0.86568 0.37571
H 1.47591 4.90050 0.29394
H -0.30550 3.20608 1.29346
H 4.48185 0.89061 -1.57427
H 5.49897 -1.40367 -1.78722
H 4.49424 -3.30301 -0.49565
H 2.47115 -2.88867 0.93405

Results
Energy relative to the best compared isomer or geometry (same formula, charge and spin) ... 338.0 kJ/mol
Orbital gap (alpha / beta) ... 6.993 / 7.168 eV
Net charge ... +1
2S+1 ... 3